1.
# C14H44N7O6

6 unconnected molecules or ions with the total composition C14H44N7O6 (ωB97M-V with the def2-TZVPD basis set, the OMol25 dataset).

```
71
Properties=species:S:1:pos:R:3:forces:R:3:lowdin_charge:R:1
O 0.2093 0.3298 -0.4930 0.2 -0.2 1.9 0.1786
H 0.5477 1.1272 -0.9066 0.6 0.4 -0.6 0.0634
H -0.5875 -0.0616 -0.8584 -2.1 -0.7 -1.4 0.0532
H 0.8120 -0.4173 -0.4780 1.9 -1.0 0.5 0.0665
C 3.1111 -1.9215 -0.0991 0.2 -0.8 0.0 -0.7722
O 1.9249 -1.6763 -0.2154 -1.9 0.4 -0.9 -0.0373
N 3.7222 -2.9783 -0.5461 0.7 -3.7 -2.0 0.1901
N 3.9049 -1.1530 0.5592 1.2 3.7 2.1 0.1995
H 4.7028 -3.1539 -0.3799 -0.4 0.1 0.1 0.1128
H 3.1773 -3.7817 -0.8252 0.0 0.2 -0.2 0.1151
H 4.8834 -1.3217 0.7438 -0.5 0.1 0.1 0.1216
H 3.3589 -0.4133 0.9774 0.8 0.3 0.3 0.0708
C 1.1449 -4.1446 2.0565 0.5 0.4 1.5 -0.8974
O 2.2003 -3.9210 2.5597 4.3 1.5 0.2 0.0527
N 0.4967 -3.5401 1.1406 -0.4 4.2 -5.0 0.1807
N 0.3731 -4.9837 2.5864 -4.9 -6.6 3.9 0.1495
H -0.3697 -3.8355 0.7137 0.4 -0.1 0.1 0.0821
H 1.0791 -2.8784 0.6476 -0.7 0.4 -0.6 0.0480
H 0.6280 -5.5209 3.4028 0.1 0.2 -0.3 0.1239
H -0.5736 -5.0668 2.2445 0.2 -0.3 0.4 0.0985
C 2.8472 1.9159 1.6406 0.3 2.1 -1.3 -0.0791
C 1.6038 1.7235 2.4579 -2.4 0.9 0.6 -0.3977
C 0.2956 2.5889 2.0957 0.8 0.9 -0.8 -0.1686
O -0.8818 2.4258 2.8696 -0.4 -1.5 1.3 -0.2246
C -2.1751 2.7246 2.2531 2.6 -0.1 -0.5 -0.0549
N 1.1514 0.3565 2.2868 0.9 -0.1 0.7 0.0627
H 3.6873 1.2384 1.7929 -0.5 -0.4 0.3 0.0692
H 3.3257 2.8898 1.7434 -0.1 0.4 0.7 0.0777
H 2.6033 1.9985 0.5815 -0.1 -0.9 -0.1 0.0437
H 1.8164 1.9777 3.4963 0.1 -0.1 0.3 0.1292
H 0.0681 2.3059 1.0679 0.0 0.3 -0.4 0.0999
H 0.5093 3.6504 2.2206 0.5 0.2 -0.7 0.1203
H -2.0319 3.7199 1.8325 -0.8 0.3 0.1 0.0814
H -2.9563 2.6256 3.0069 0.3 0.2 -0.1 0.0961
H -2.3081 2.0430 1.4129 -0.4 -0.2 0.1 0.0565
H 0.1691 0.3466 2.5213 -0.1 -0.4 0.2 0.0422
H 1.6721 -0.0755 3.0367 -0.4 -1.2 0.0 0.0913
C 1.1499 1.0216 -3.7506 -1.1 -0.2 -0.2 -0.1124
C 1.3213 2.2679 -2.8902 0.2 -0.7 -1.9 -0.4478
C -0.0262 2.9318 -2.5664 0.5 -0.4 0.6 -0.1830
O -0.8523 2.0673 -1.7672 -1.1 1.6 -0.4 -0.2416
C -2.1277 2.7197 -1.4914 0.3 -0.8 0.2 -0.0747
N 2.1487 1.9690 -1.7498 -0.8 0.7 1.6 0.0321
H 1.9504 0.2819 -3.7378 0.4 0.5 -0.1 0.0671
H 0.9319 1.3828 -4.7557 0.2 -0.4 -0.2 0.0724
H 0.2745 0.4452 -3.4512 -0.1 0.0 0.1 0.0466
H 1.8901 2.9555 -3.5161 -0.3 0.6 -0.2 0.1286
H -0.5523 3.2289 -3.4736 0.1 -0.2 -0.3 0.1254
H 0.1655 3.8451 -2.0032 0.0 0.3 0.2 0.1179
H -2.7021 2.8793 -2.4040 0.2 0.2 -0.2 0.0860
H -2.0306 3.6397 -0.9149 0.4 0.3 -0.3 0.0836
H -2.7403 2.0808 -0.8552 0.3 -0.4 -0.1 0.0675
H 3.1049 1.7509 -1.9914 0.0 -0.4 -0.4 0.0852
H 2.2245 2.8665 -1.2929 0.3 0.2 0.7 0.0734
C -3.7929 -1.9891 -2.3129 -1.6 0.7 1.0 -0.1313
C -2.9948 -1.1235 -1.3320 -1.8 -0.4 0.7 -0.4480
C -3.2044 -1.5130 0.1608 1.5 0.2 -0.3 -0.1881
O -2.3824 -0.5569 0.8592 -0.8 -0.5 2.0 -0.2156
C -2.2011 -0.8274 2.3040 0.3 1.2 -0.8 -0.0656
N -1.6455 -1.1984 -1.7838 1.3 0.1 0.8 0.0361
H -4.8606 -1.7948 -2.2103 -0.3 0.1 0.1 0.0675
H -3.6965 -3.0363 -2.0265 0.4 -0.1 -0.5 0.0662
H -3.5700 -1.7335 -3.3488 0.3 -0.4 0.1 0.0579
H -3.2446 -0.0626 -1.3459 -0.5 0.0 -0.3 0.1200
H -2.8606 -2.5037 0.4584 0.4 -0.4 -0.6 0.0981
H -4.2517 -1.5626 0.4587 -0.3 0.8 0.0 0.1180
H -1.9239 0.1184 2.7695 0.2 0.3 -0.3 0.0513
H -1.3571 -1.4867 2.5068 -0.2 -0.5 -0.4 0.0763
H -3.0800 -1.0868 2.8941 -0.4 -0.6 -0.7 0.0882
H -1.7152 -0.9245 -2.7535 0.5 0.3 -0.6 0.0526
H -1.4910 -2.1953 -1.8332 0.9 -0.5 -0.1 0.0449
```
Forces are in eV/Å.

Results
Kohn-Sham gap (alpha / beta) ... 2.11 / 9.74 eV
Maximum force ... 9.06 eV/Å
E_tot ... -1394.31106 a.u.
E_LUMO (alpha / beta) ... 0.5 / 0.5 eV
Spin multiplicity ... 2
E_HOMO (alpha / beta) ... -0.05833 / -0.34119 Eh
Expectation value of S² ... 0.75
ΔE to the lowest compared entry with this formula, charge and spin ... 44.9 kJ/mol

---

2.
# C6H6N3O4

A gas-phase ion, C6H6N3O4 (charge -1) (ωB97M-V with the def2-TZVPD basis set, the OMol25 dataset).

```
19
Properties=species:S:1:pos:R:3:forces:R:3:lowdin_charge:R:1
C -2.5116 1.6328 0.0205 2.2 0.6 1.4 0.0023
C -2.3977 0.2814 -0.0324 -2.5 2.2 -2.0 -0.2380
N -1.3273 -0.4506 0.0770 3.3 -2.2 0.6 -0.1683
C -1.0482 -1.5363 -0.7139 -1.2 -2.9 -0.6 -0.0607
C 0.2214 -2.0095 -0.5184 -1.5 3.0 1.2 0.0548
C 0.8311 -0.9348 0.3541 -0.5 -2.2 -2.1 -0.2219
N 2.1171 -0.8771 0.3445 -0.7 0.2 -0.3 -0.2428
O 2.7564 -1.7434 -0.3731 1.1 0.5 0.7 -0.1336
O 2.7664 0.1357 1.0080 0.7 -1.4 0.0 0.0461
C 2.7261 1.4545 0.3905 -3.0 0.8 0.9 -0.7306
O 3.6743 2.0989 0.7061 2.1 0.9 -0.1 0.0565
O 1.5966 1.7756 -0.0594 0.6 -0.5 -0.8 -0.0523
N -0.1572 -0.0739 0.7680 -0.7 2.2 0.3 0.1441
H -3.4562 2.1266 -0.0134 -0.5 0.0 -0.3 0.0090
H -1.6054 2.3311 0.3042 -1.9 -1.7 -0.4 0.0886
H -3.1014 -0.3868 -0.5585 -0.7 0.9 0.7 0.1099
H -1.9950 -1.9976 -1.2533 2.4 1.0 1.0 0.1525
H 0.8750 -2.7335 -0.9137 0.0 -0.8 -0.6 0.0747
H 0.0354 0.9068 0.4633 0.9 -0.5 0.6 0.1095
```
Forces are in eV/Å.

Results
Kohn-Sham gap (alpha / beta) ... 6.87 / 6.88 eV
Structure (SMILES) ... C=Cn1cc/c(=[N+](\[O-])OC(=O)[O-])[nH]1
Maximum force ... 4.05 eV/Å
E_tot ... -697.33051 a.u.
E_LUMO (alpha / beta) ... 3.2 / 3.2 eV
E_HOMO (alpha / beta) ... -0.13426 / -0.13430 Eh
Charge ... -1
ΔE to the lowest compared entry with this formula, charge and spin ... 236.8 kJ/mol

---

3.
# C7H13N2

A gas-phase ion, C7H13N2 (charge +1) (ωB97M-V with the def2-TZVPD basis set, the OMol25 dataset).

```
22
Properties=species:S:1:pos:R:3:forces:R:3:lowdin_charge:R:1
C 0.5310 0.2323 1.9528 -0.2 2.2 -2.4 -0.0565
C -0.5154 0.0269 0.8862 -1.5 0.1 0.3 -0.2946
C -1.6095 1.1542 1.1466 3.2 -0.4 -2.2 -0.0151
C 0.1710 -0.0898 -0.5406 -0.5 -0.6 -0.4 -0.3469
C 1.1313 0.9770 -1.1349 1.7 -0.6 -0.4 0.0111
C -0.6441 -0.2683 -1.8132 0.9 -2.9 1.8 0.0134
N -0.4987 -1.4669 -2.3241 -1.7 0.6 -0.5 0.1465
C 0.1784 -2.2260 -1.4211 0.5 1.4 0.0 -0.0223
N 0.7321 -1.4735 -0.5133 -1.1 0.2 -1.8 0.1704
H 0.0850 0.6142 2.7986 -1.0 0.5 2.1 0.0699
H 1.2744 0.9870 1.6831 -0.2 0.3 -0.4 0.1045
H 1.0896 -0.5648 2.1631 2.0 -3.6 1.1 0.0370
H -1.1490 -0.9370 1.0591 1.5 1.3 -0.5 0.1726
H -2.0370 1.3136 0.1721 -1.1 0.4 0.1 0.0700
H -1.1096 2.0544 1.5141 -0.3 0.0 -0.2 0.0920
H -2.1862 0.7147 1.8925 -1.6 -0.2 1.0 0.0664
H 0.6429 1.9429 -1.2154 -0.1 0.0 0.0 0.1028
H 1.4878 0.6365 -2.1628 -0.7 0.5 1.1 0.1275
H 2.0980 1.0910 -0.6128 -0.7 0.0 0.3 0.1014
H -1.2326 0.4931 -2.2226 -0.6 1.0 -0.9 0.1346
H 0.2399 -3.3161 -1.4318 0.2 0.4 -0.2 0.1694
H 1.3207 -1.8953 0.1243 1.4 -0.4 2.1 0.1459
```
Forces are in eV/Å.

Results
Kohn-Sham gap ... 10.03 eV
Structure (SMILES) ... CC(C)[C@]1(C)C=NC=[NH+]1
Maximum force ... 4.26 eV/Å
E_tot ... -383.72132 a.u.
E_LUMO ... -5.2 eV
E_HOMO ... -0.56071 Eh
Charge ... +1
ΔE to the lowest compared entry with this formula, charge and spin ... 251.7 kJ/mol